No. 1
This record from the OMol25 dataset describes a 6-piece molecular cluster, C40H51BrN8O2PS2 overall in a non-equilibrium geometry. The level of theory is ωB97M-V/def2-TZVPD.

```
! RIJCOSX wB97M-V def2-TZVPD def2/J DEFGRID3
* xyz 1 1
C 5.94576 -3.46251 0.01470
C 4.42184 -3.31495 0.11285
O 3.90460 -3.21327 -1.22143
C 2.56245 -2.97208 -1.24667
N 2.26698 -1.52107 -0.96146
C 3.15450 -0.58979 -1.13446
C 2.96224 0.75159 -0.85291
Br 4.34049 1.97694 -1.09167
C 1.70988 1.09486 -0.37938
P 1.33837 2.85032 0.03786
O 2.03877 3.79573 -0.84450
C 0.80497 0.00580 -0.26397
C -0.60078 0.26836 0.23699
C -1.67971 -0.51268 -0.54408
C -2.67499 -1.27731 0.37462
S -4.34429 -0.74408 -0.04718
C -5.41289 -2.13723 0.09471
S -4.89648 -3.67507 0.19682
N -6.74073 -1.69840 0.09331
C -7.67467 -2.64798 -0.53098
C -7.31248 -2.88015 -2.01807
C -7.13105 -1.37961 1.48067
C -8.41816 -0.55156 1.54050
N 1.05098 -1.25148 -0.52166
H 6.46088 -2.60646 0.44035
H 6.29080 -4.39274 0.45174
H 6.21846 -3.48848 -1.04066
H 4.24618 -2.39198 0.67220
H 4.01827 -4.16855 0.65754
H 2.07561 -3.51967 -0.43617
H 2.10433 -3.23632 -2.19663
H 4.11629 -0.90164 -1.52586
H -0.04417 3.10029 -0.03792
H 1.73357 3.05653 1.37780
H -0.85548 1.31898 0.18004
H -0.61731 -0.01465 1.29241
H -1.27347 -1.20911 -1.27083
H -2.28311 0.22809 -1.06909
H -2.50548 -1.04828 1.42471
H -2.57512 -2.34608 0.20295
H -8.64718 -2.15514 -0.51887
H -7.80816 -3.58218 0.02034
H -6.86758 -3.85006 -2.20711
H -8.19518 -2.74283 -2.63818
H -6.58528 -2.12180 -2.26450
H -7.18697 -2.27559 2.10697
H -6.33750 -0.74795 1.88243
H -8.53602 0.02891 0.62685
H -9.27013 -1.22720 1.60487
H -8.41575 0.13764 2.38012
N 5.93905 -1.25232 3.25411
C 6.10144 -1.67261 4.50781
C 5.12266 -1.56944 5.48683
C 3.90883 -0.99594 5.14765
C 3.72355 -0.55152 3.84741
C 4.76636 -0.70487 2.94844
H 7.06697 -2.11226 4.73075
H 5.30882 -1.92946 6.48899
H 3.12112 -0.89443 5.88525
H 2.79041 -0.09628 3.53984
H 4.66694 -0.37181 1.91635
N 4.65275 6.25061 -4.79957
C 3.90306 5.47678 -4.01700
C 3.52721 5.81373 -2.72465
C 3.96086 7.02851 -2.21547
C 4.74280 7.84753 -3.01277
C 5.05741 7.41321 -4.29290
H 3.58974 4.53480 -4.45814
H 2.91374 5.14161 -2.13724
H 3.69219 7.33170 -1.21106
H 5.10165 8.80220 -2.65348
H 5.66411 8.02358 -4.95257
N -5.14662 -2.75283 -4.01430
C -3.98814 -2.09642 -3.96519
C -3.21844 -1.79028 -5.07544
C -3.68434 -2.18678 -6.31937
C -4.88705 -2.87115 -6.39570
C -5.57468 -3.12905 -5.21764
H -3.66247 -1.80873 -2.96996
H -2.28559 -1.25389 -4.96480
H -3.11678 -1.96938 -7.21547
H -5.28364 -3.20083 -7.34615
H -6.52055 -3.66119 -5.23165
N -1.02584 0.99579 -4.80014
C 0.11220 0.72647 -4.16198
C 1.09207 1.66997 -3.89601
C 0.87993 2.97377 -4.31814
C -0.29610 3.27370 -4.98412
C -1.21315 2.25227 -5.19839
H 0.23845 -0.30982 -3.85350
H 2.00051 1.39604 -3.37564
H 1.62192 3.74068 -4.13146
H -0.50080 4.27631 -5.33225
H -2.14753 2.44345 -5.71382
N 2.13134 0.13714 8.00601
C 1.48909 -0.76814 8.74514
C 1.06956 -0.54257 10.04630
C 1.33425 0.69162 10.61631
C 2.00221 1.64508 9.86590
C 2.37547 1.31911 8.57188
H 1.30552 -1.72162 8.26124
H 0.55016 -1.31411 10.59737
H 1.02457 0.90730 11.63068
H 2.22902 2.62027 10.27364
H 2.89763 2.03643 7.94798
*
```

Summary:
DFT total energy (a.u.): -5854.7254
F_max (eV/A): 2.45



No. 2
This record from the OMol25 dataset describes C40H51Cl4N5O4P2Pd as an isolated structure in a non-equilibrium geometry. The level of theory is ωB97M-V/def2-TZVPD.

```
! RIJCOSX wB97M-V def2-TZVPD def2/J DEFGRID3
* xyz 0 1
Pd -0.02765 0.40296 -1.07877
C 3.95205 -0.29366 -0.46232
P 2.42376 0.40802 -1.18433
C 2.58615 2.03613 -0.26799
N 3.47543 2.91976 -0.61255
C 3.58343 4.06312 0.11878
C 4.50902 5.05918 -0.26608
C 4.62194 6.19842 0.47586
C 3.81971 6.38898 1.62774
C 2.91770 5.43942 2.01214
C 2.78417 4.25293 1.25371
N 1.89021 3.30082 1.64182
C 1.76798 2.21956 0.92466
P 0.47406 0.94372 1.36664
C 1.48496 -0.39268 2.13402
C -0.45459 1.63836 2.85498
C 0.43333 1.91270 4.08000
C -1.47956 0.58168 3.26281
C -1.19662 2.90319 2.40178
C 2.90217 0.64787 -3.00032
C 1.91866 1.62401 -3.64170
C 4.32817 1.18174 -3.18922
C 2.78266 -0.71790 -3.68522
H 4.71246 0.48251 -0.52944
H 4.24036 -1.18359 -1.02008
H 3.80510 -0.56896 0.58155
H 5.10583 4.88989 -1.15439
H 5.32713 6.96756 0.18492
H 3.92617 7.29873 2.20629
H 2.29314 5.56521 2.88896
H 2.23839 -0.00693 2.82539
H 1.97367 -0.97581 1.35408
H 0.81667 -1.06844 2.67150
H 0.81085 0.97700 4.50305
H -0.17286 2.40112 4.85554
H 1.26962 2.56305 3.84950
H -0.99776 -0.32339 3.62685
H -2.15165 0.30630 2.44819
H -2.09024 0.98376 4.07947
H -0.50893 3.72861 2.23094
H -1.91344 3.19945 3.17642
H -1.74625 2.72627 1.47164
H 2.03812 2.63188 -3.24284
H 0.88973 1.32499 -3.50154
H 2.09961 1.66931 -4.71999
H 4.51106 2.07706 -2.60696
H 4.46022 1.42441 -4.24848
H 5.07802 0.42958 -2.92641
H 1.75441 -1.08551 -3.66024
H 3.41824 -1.47427 -3.22043
H 3.08542 -0.60356 -4.73106
Cl -1.51141 5.77784 -1.75321
C -0.05418 4.78409 -1.55659
Cl 1.30880 5.43198 -2.49017
C -0.34073 3.33531 -1.99110
O -0.67841 3.09475 -3.13215
O -0.17707 2.52772 -0.98461
H 0.22548 4.81824 -0.51407
C -2.41524 -0.58114 -2.75573
C -3.93808 -0.84076 -2.94198
N -4.71146 -0.22377 -1.85934
C -4.25988 -0.76278 -0.57950
C -2.76124 -0.43741 -0.35786
N -2.20533 0.26724 -1.55565
C -2.95697 1.53485 -1.73245
C -4.47357 1.22285 -1.86568
H -1.99496 -0.05228 -3.60884
H -1.86372 -1.50409 -2.61636
H -4.15113 -1.91121 -2.94824
H -4.28942 -0.42410 -3.88654
H -4.43042 -1.83762 -0.58004
H -4.87339 -0.32847 0.21270
H -2.17923 -1.33663 -0.18688
H -2.62271 0.22788 0.48443
H -2.56952 2.02787 -2.61518
H -2.74232 2.17569 -0.87870
H -4.86279 1.62983 -2.79929
H -5.04152 1.66581 -1.04615
Cl -1.55756 -3.24403 3.58717
C -2.92248 -3.76413 2.64947
C -4.16821 -3.52471 3.21448
C -5.33062 -3.77336 2.51194
C -5.24073 -4.25986 1.21713
C -4.00191 -4.51556 0.67155
Cl -3.94805 -5.13968 -0.95916
C -2.78394 -4.30411 1.35979
N -1.61020 -4.55570 0.67145
C -0.32748 -4.96585 1.09224
C -0.14974 -5.76497 2.21938
C 1.12000 -6.11334 2.64514
C 2.23161 -5.68932 1.93131
C 2.04757 -4.98902 0.74854
C 0.77786 -4.64380 0.29343
C 0.63740 -3.98178 -1.06623
C 0.95937 -2.48871 -1.10943
O 2.14629 -2.17117 -1.00632
O -0.05078 -1.69558 -1.24494
H -4.20519 -3.10819 4.21282
H -6.29751 -3.57815 2.95930
H -6.12939 -4.44958 0.62906
H -1.74613 -4.57096 -0.32039
H -1.02066 -6.13069 2.74868
H 1.23776 -6.73052 3.52722
H 3.23046 -5.93604 2.27111
H 2.90270 -4.69392 0.14932
H -0.35570 -4.12186 -1.48824
H 1.35555 -4.45167 -1.73553
*
```

Summary:
Energy relative to the best compared isomer or geometry (same formula, charge and spin) (eV): 0.604
F_max (eV/A): 1.56